# 1
# C14H11AuCl2FIN3O5S

A molecular structure, C14H11AuCl2FIN3O5S (ωB97M-V/def2-TZVPD, the Open Molecules 2025 dataset).

ORCA input file:
```
! RIJCOSX wB97M-V def2-TZVPD def2/J DEFGRID3
* xyz -1 1
Au -0.4673 0.3046 -1.4808
I 4.0750 -2.7999 3.8385
Cl -5.4005 0.7158 -1.2677
Cl -0.9479 3.2994 -3.0890
S -2.3664 1.3739 -0.7918
F -0.5710 -1.9212 3.2824
O 1.3062 -0.6743 -1.9450
O 3.8664 0.3953 -0.2615
O 0.3048 -1.3458 1.2661
O 1.2882 -2.8806 -2.4068
O 2.5166 0.7359 3.9882
N -0.3399 0.3247 2.7582
N 2.8779 0.6135 1.7568
N 2.6265 -1.3650 0.5183
C 2.0657 -2.0837 4.0309
C -5.2361 2.0589 -3.5669
C 2.7632 -2.1218 -0.7231
C 2.4094 0.1351 2.9412
C 0.1861 -0.9540 2.5865
C 1.6421 -1.8983 -1.7758
C -3.2758 3.1655 -4.3638
C 3.1514 -0.1041 0.5725
C 1.6715 -1.8152 1.4573
C -4.5353 1.6480 -2.4464
C -3.1732 1.9455 -2.2439
C -4.6011 2.8122 -4.5366
C -2.5827 2.7518 -3.2378
C 1.7045 -1.2041 2.8646
H 2.8173 -3.1796 -0.4748
H -0.5850 0.5178 3.7193
H -2.7649 3.7801 -5.0926
H 2.0291 -1.5182 4.9564
H -1.1216 0.5093 2.1392
H 1.4276 -2.9574 4.0867
H 3.2959 1.5322 1.7740
H -6.2763 1.7804 -3.6679
H 3.6917 -1.8023 -1.1929
H -5.1405 3.1316 -5.4187
H 1.6683 -2.9058 1.4467
*
```

Values from the calculation:
Frontier orbital gap (eV): 6.94
Total energy (eV): -79800.047
LUMO level (eV): 1.99

=====

# 2
# C14H11Br2HgN5

A molecular structure, C14H11Br2HgN5 (ωB97M-V/def2-TZVPD, the Open Molecules 2025 dataset).

ORCA input file:
```
! RIJCOSX wB97M-V def2-TZVPD def2/J DEFGRID3
* xyz 1 2
Hg -2.2712 0.5745 0.3941
Br 3.8021 -0.3110 3.9469
Br -0.3591 -6.1665 1.0702
N -1.3781 -1.7276 0.2569
N -1.2092 2.0278 -1.2483
N 0.0748 3.6214 -3.0973
N -0.0181 0.3257 1.4225
N 1.6944 2.0193 -3.3931
C -2.0947 -2.7028 -0.3011
C 0.4286 -0.9122 1.6571
C 1.5753 -1.1342 2.4078
C -1.7036 3.2273 -1.5683
C -0.1003 1.6119 -1.8317
C -0.7774 -4.3725 0.7318
C -1.8341 -4.0444 -0.1004
C 2.2552 -0.0432 2.9247
C 1.7923 1.2390 2.6795
C -1.0392 4.0118 -2.4944
C -0.0267 -3.3672 1.3202
C 0.6474 1.3675 1.9170
C -0.3542 -2.0442 1.0581
C 0.5560 2.4194 -2.7829
H 2.3038 2.1079 3.0663
H 0.2478 2.3482 1.6874
H 0.2856 0.6387 -1.5499
H -2.6168 3.5457 -1.0873
H -1.4213 4.9900 -2.7597
H -2.4400 -4.8037 -0.5721
H 1.9532 -2.1277 2.5891
H 2.0640 1.0959 -3.2713
H -2.9142 -2.3958 -0.9389
H 0.7912 -3.6302 1.9716
H 2.0865 2.6113 -4.1044
*
```

Values from the calculation:
Frontier orbital gap (spin up / spin down) (eV): 7.49 / 6.97
<S²>: 0.753
Total energy (eV): -166400.778
LUMO level (spin up / spin down) (eV): -3.60 / -4.78

=====

# 3
# C14H11BrN2O4

C14H11BrN2O4 in the gas phase (ωB97M-V/def2-TZVPD, the Open Molecules 2025 dataset).

ORCA input file:
```
! RIJCOSX wB97M-V def2-TZVPD def2/J DEFGRID3
* xyz 0 1
Br 4.2208 2.4232 -1.2107
O 1.7521 3.0766 0.1686
O 0.2160 -4.0264 -1.3671
O -2.6679 0.8691 1.6069
O -2.1751 -3.9326 0.2263
N -1.1469 3.2563 1.2794
N -0.8960 2.0362 0.7478
C 2.9908 3.4830 -0.2810
C 0.0035 -0.4473 -0.5294
C -1.1776 -0.4017 0.2793
C -0.2235 4.1984 1.3266
C 1.1588 4.1340 0.7729
C -1.6401 0.8798 0.9379
C -1.9086 -5.0028 -0.6906
C 0.4605 -1.6955 -1.0624
C 1.9992 5.2198 0.7610
C -0.3836 -5.2002 -0.8623
C 3.2161 4.7940 0.0396
C -0.2496 -2.8615 -0.8369
C -1.8461 -1.6065 0.5491
C -1.3948 -2.8128 0.0024
H 4.0982 5.3642 -0.2327
H 0.5841 0.4047 -0.8007
H -2.3228 -5.9681 -0.3302
H -2.3702 -4.7739 -1.6634
H -0.2200 -6.0133 -1.5273
H 0.0155 1.9366 0.2885
H -0.4612 5.1845 1.7209
H 1.7852 6.1818 1.1971
H 1.2904 -1.6917 -1.7533
H 0.0427 -5.4069 0.1256
H -2.7499 -1.6011 1.1180
*
```

Values from the calculation:
Frontier orbital gap (eV): 8.36
Total energy (eV): -95906.460
Energy above the lowest of the compared OMol25 structures with the same formula, charge and spin (kJ/mol): 12.6
LUMO level (eV): 0.02
Structure (SMILES): O=C(N/N=C\c1ccc(Br)o1)c1ccc2c(c1)OCCO2

=====

# 4
# C14H11N3O6S

C14H11N3O6S in the gas phase (ωB97M-V/def2-TZVPD, the Open Molecules 2025 dataset).

ORCA input file:
```
! RIJCOSX wB97M-V def2-TZVPD def2/J DEFGRID3
* xyz 0 1
S -2.3599 -1.6391 -0.2927
O 2.2937 0.6026 0.8332
O 2.0088 2.2457 -0.7537
O 1.1156 1.8541 3.6006
O -3.5272 -1.8841 0.4988
O -2.4995 -1.4125 -1.6984
O 0.5943 -0.2114 3.8818
N -0.7041 -3.5542 -1.0851
N 0.5266 0.8412 3.2939
N -1.3596 -2.9905 -0.0239
C 1.6275 0.0840 -0.2441
C 1.4515 1.0806 -1.2059
C -1.2586 2.1794 0.3244
C 2.6350 1.9254 0.4727
C -0.3139 0.9005 2.1167
C -1.5596 -0.1973 0.4224
C -0.5293 2.1274 1.4976
C -1.7642 1.0086 -0.2228
C 0.7910 0.8261 -2.3845
C 1.1329 -1.1819 -0.4172
C 0.3161 -0.4677 -2.5859
C 0.4670 -1.4540 -1.6219
C 0.0328 -2.8443 -1.8306
C -0.8519 -0.2732 1.6024
H 3.7293 2.0047 0.3594
H -0.2052 -0.7049 -3.4990
H -0.6961 -1.2131 2.1080
H -1.4250 3.1248 -0.1671
H -1.9127 -3.6970 0.4484
H -2.3164 1.0070 -1.1486
H 1.2780 -1.9482 0.3262
H 0.6592 1.5968 -3.1247
H 2.3016 2.6166 1.2583
H 0.4409 -3.3730 -2.6830
H -0.1188 3.0208 1.9443
*
```

Values from the calculation:
Frontier orbital gap (eV): 7.83
Total energy (eV): -42281.934
LUMO level (eV): -0.79
Structure (SMILES): O=[N+]([O-])c1cccc(S(=O)(=O)N/N=C\c2ccc3c(c2)OCO3)c1

=====

# 5
# C14H12BeN2O4Se

A molecular structure, C14H12BeN2O4Se (ωB97M-V/def2-TZVPD, the Open Molecules 2025 dataset).

ORCA input file:
```
! RIJCOSX wB97M-V def2-TZVPD def2/J DEFGRID3
* xyz 2 1
Se -0.2913 1.3570 0.5708
O 0.1260 -0.0469 -2.5709
O -3.2336 0.9456 -1.6981
O 1.7076 2.9668 -1.8486
O -1.5294 4.2368 0.3438
N -0.7380 -1.5628 0.5904
N 1.2238 -1.0077 1.4034
C -1.2515 3.7488 -3.5182
C -0.1805 -2.7484 1.0881
C -1.5656 4.6013 -2.5526
C -1.2972 3.4188 -0.4562
C 2.3565 -0.2618 1.9814
C 0.5767 2.7103 -1.6532
C -2.2302 1.5391 -1.5523
C 0.1607 -4.9566 1.9403
C -0.3214 0.9180 -2.0674
C 1.8697 -3.2588 2.3171
C -0.6561 -4.0436 1.2478
C 1.0757 -2.3992 1.5815
C 1.4132 -4.5768 2.4840
C 0.1066 -0.5136 0.8021
Be -0.8606 2.2307 -1.3669
H 2.2434 0.8044 1.7325
H -0.1705 -5.9922 2.0991
H 2.3205 -0.4087 3.0717
H -1.6250 -4.3479 0.8395
H -2.0008 3.1235 -4.0016
H -0.8614 5.3550 -2.1968
H 3.3207 -0.6652 1.6260
H -2.5917 4.7437 -2.2121
H 2.0225 -5.3093 3.0181
H -1.6651 -1.4345 0.1792
H -0.2590 3.7380 -3.9664
H 2.8053 -2.9039 2.7445
*
```

Values from the calculation:
Frontier orbital gap (eV): 5.51
Total energy (eV): -91608.854
Energy above the lowest of the compared OMol25 structures with the same formula, charge and spin (kJ/mol): 0.0
LUMO level (eV): -9.76

=====

# 6
# C14H12BrCrF5IN3OS2Te

A molecular structure, C14H12BrCrF5IN3OS2Te (ωB97M-V/def2-TZVPD, the Open Molecules 2025 dataset).

ORCA input file:
```
! RIJCOSX wB97M-V def2-TZVPD def2/J DEFGRID3
* xyz 1 2
I 0.8636 -1.8069 -0.3064
Te -2.6360 2.2603 -0.8024
Br 1.3287 -5.1502 -0.9522
Cr -0.3335 0.6751 0.0339
S -1.5443 -1.2978 4.4050
S -1.7955 1.5387 3.5693
F -3.3249 3.8209 -0.0184
F -1.8123 -0.1020 0.6623
F -2.2456 3.2503 -2.3259
F -0.6739 2.5920 3.1192
F -1.2073 0.8622 -1.7398
O -1.0645 2.4299 0.1457
N 1.4698 1.5745 -0.3866
N 0.2302 -0.1893 2.9391
N 0.6194 0.6084 1.8852
C 0.2854 -4.1416 -2.1571
C 0.0438 -2.7868 -1.9722
C -1.2576 -2.7195 -3.9783
C 1.7902 1.1204 1.9126
C -0.8871 0.0531 3.5289
C -1.0211 -4.0724 -4.1712
C 3.0266 2.7489 -1.7381
C -2.7737 -0.5900 5.5248
C 1.8303 2.0752 -1.5682
C -0.7246 -2.0702 -2.8765
C 3.8640 2.9121 -0.6458
C 3.4862 2.3966 0.5854
C 2.2770 1.7336 0.6811
C -0.2525 -4.7827 -3.2643
H -1.4350 -4.5814 -5.0311
H 3.2880 3.1400 -2.7104
H -2.8390 -1.2862 6.3585
H -0.9124 -1.0188 -2.7178
H 4.8038 3.4371 -0.7504
H -3.7449 -0.5064 5.0450
H -2.4526 0.3674 5.9302
H -0.0635 -5.8373 -3.4075
H 1.1302 1.9320 -2.3817
H 2.4091 1.0669 2.8021
H -1.8574 -2.1627 -4.6853
H 4.1129 2.5065 1.4595
*
```

Values from the calculation:
Frontier orbital gap (spin up / spin down) (eV): 7.24 / 7.62
<S²>: 0.756
Total energy (eV): -170340.569
Energy above the lowest of the compared OMol25 structures with the same formula, charge and spin (kJ/mol): 0.0
LUMO level (spin up / spin down) (eV): -4.50 / -4.12